1.
Here is a 10-piece molecular cluster, C40H68O22 overall at a distorted geometry from the Open Molecules 2025 dataset. Energies are from wB97M-V/def2-TZVPD.

Summary:
HOMO: -9.593 eV
energy relative to the best compared isomer or geometry (same formula, charge and spin): 466.0 kJ/mol
gap between HOMO and LUMO: 9.8 eV
total charge: 0
SMILES: C[C@H]1COC(=O)O1.C[C@H]1COC(=O)O1.C[C@H]1COC(=O)O1.C[C@H]1COC(=O)O1.C[C@H]1COC(=O)O1.C[C@H]1COC(=O)O1.C1CCOC1.C1CCOC1.C1CCOC1.C1CCOC1
spin multiplicity: 1
M: 900.96 g mol⁻¹

Structure (XYZ):
```
130
C40H68O22 (wB97M-V/def2-TZVPD)
C 5.858 1.811 4.644
C 5.146 0.508 4.744
C 4.060 0.490 5.756
O 2.913 0.253 4.978
C 3.241 0.238 3.638
O 2.450 0.358 2.683
O 4.552 0.273 3.514
H 6.751 1.659 4.037
H 6.186 2.323 5.549
H 5.314 2.514 4.014
H 5.697 -0.403 4.978
H 3.897 1.477 6.190
H 4.174 -0.147 6.634
C -2.769 -4.166 -3.729
C -1.280 -3.706 -3.679
C -0.536 -3.988 -2.352
O 0.589 -4.589 -2.741
C 0.751 -4.589 -4.013
O 1.709 -5.050 -4.649
O -0.374 -4.172 -4.592
H -3.286 -3.757 -2.861
H -2.875 -5.229 -3.946
H -3.282 -3.626 -4.524
H -1.196 -2.658 -3.967
H -1.062 -4.640 -1.654
H -0.208 -3.033 -1.941
C -4.121 6.786 0.369
C -2.965 5.762 -0.115
C -1.532 6.209 -0.264
O -0.832 5.610 0.737
C -1.507 4.664 1.297
O -1.041 3.850 2.018
O -2.868 4.764 0.901
H -3.780 7.284 1.276
H -5.082 6.273 0.415
H -4.232 7.611 -0.335
H -3.309 5.279 -1.030
H -1.440 7.294 -0.212
H -1.207 5.773 -1.208
C 2.696 2.483 0.469
C 4.141 3.067 0.426
C 5.220 2.120 0.923
O 6.052 2.023 -0.128
C 5.733 2.697 -1.186
O 6.524 3.070 -2.052
O 4.509 3.298 -0.937
H 2.019 2.777 -0.333
H 2.044 2.683 1.320
H 2.743 1.400 0.358
H 4.186 4.018 0.957
H 4.740 1.222 1.309
H 5.749 2.596 1.749
C -4.455 -1.051 -0.444
C -5.594 -1.963 -0.285
C -5.434 -3.325 -0.903
O -5.002 -4.067 0.184
C -5.117 -3.395 1.308
O -5.009 -3.846 2.416
O -5.673 -2.229 1.065
H -4.490 -0.155 0.175
H -4.205 -0.605 -1.407
H -3.593 -1.639 -0.128
H -6.588 -1.633 -0.585
H -4.826 -3.394 -1.805
H -6.438 -3.704 -1.096
C -4.851 1.853 2.554
C -4.772 2.190 4.042
C -3.453 2.682 4.571
O -3.695 3.828 5.204
C -4.965 4.295 4.858
O -5.379 5.380 5.148
O -5.541 3.430 4.105
H -4.202 2.519 1.985
H -5.871 1.954 2.186
H -4.524 0.815 2.491
H -5.091 1.364 4.678
H -2.737 2.926 3.786
H -2.925 1.991 5.228
C -0.067 -2.594 2.848
C 0.351 -3.373 1.627
C -0.909 -4.238 1.546
O -1.925 -3.246 1.608
C -1.524 -2.252 2.574
H 0.495 -1.691 3.085
H 0.024 -3.282 3.689
H 1.235 -3.997 1.751
H 0.398 -2.808 0.696
H -0.970 -5.021 2.302
H -0.854 -4.799 0.613
H -2.251 -2.417 3.369
H -1.664 -1.314 2.037
C 1.715 -1.163 -6.279
C 0.836 -0.107 -5.793
C 1.049 1.071 -6.822
O 0.791 0.278 -7.956
C 1.654 -0.827 -7.812
H 1.547 -2.181 -5.928
H 2.720 -0.964 -5.908
H 0.987 0.307 -4.796
H -0.141 -0.579 -5.904
H 2.007 1.593 -6.830
H 0.351 1.901 -6.707
H 2.601 -0.750 -8.346
H 1.171 -1.682 -8.287
C -0.129 1.122 0.097
C 0.080 0.251 -1.117
C -1.349 -0.301 -1.273
O -2.194 0.825 -1.021
C -1.587 1.433 0.015
H 0.327 2.110 0.031
H 0.033 0.771 1.116
H 0.920 -0.433 -1.239
H 0.158 0.820 -2.044
H -1.519 -1.153 -0.614
H -1.420 -0.856 -2.208
H -2.014 1.330 1.013
H -1.710 2.444 -0.370
C 5.232 -2.650 0.135
C 4.172 -3.769 0.104
C 3.530 -3.623 -1.234
O 3.320 -2.186 -1.207
C 4.492 -1.579 -0.595
H 6.168 -2.901 -0.365
H 5.557 -2.307 1.117
H 3.341 -3.522 0.764
H 4.477 -4.786 0.350
H 2.584 -4.162 -1.277
H 4.163 -3.823 -2.099
H 4.144 -0.801 0.084
H 5.167 -1.101 -1.305
```

=====

2.
Here is an isolated ion of composition C10H17N2 and charge +1 at a distorted geometry from the Open Molecules 2025 dataset. Energies are from wB97M-V/def2-TZVPD.

Summary:
HOMO: -11.700 eV
energy relative to the best compared isomer or geometry (same formula, charge and spin): 175.1 kJ/mol
gap between HOMO and LUMO: 8.0 eV
total charge: +1
SMILES: CCN(CC)C1=C[C@H](C=[NH2+])C=C1
spin multiplicity: 1
M: 165.26 g mol⁻¹

Structure (XYZ):
```
29
C10H17N2 (wB97M-V/def2-TZVPD)
C -2.526 1.629 -0.518
C -2.064 0.820 0.724
N -1.024 -0.136 0.573
C -1.418 -1.562 0.691
C -2.132 -2.046 -0.639
C 0.179 0.344 0.186
C 1.219 -0.410 -0.334
C 2.370 0.576 -0.639
C 3.162 -0.217 0.338
N 3.968 -1.208 0.078
C 1.837 1.848 -0.150
C 0.583 1.684 0.403
H -3.086 0.984 -1.231
H -3.348 2.251 -0.150
H -1.676 2.151 -0.779
H -1.767 1.463 1.403
H -2.850 0.256 1.131
H -2.069 -1.617 1.488
H -0.432 -2.163 0.898
H -3.073 -1.469 -0.826
H -1.491 -1.743 -1.541
H -2.424 -3.140 -0.689
H 1.265 -1.350 -0.789
H 2.623 0.493 -1.660
H 3.152 0.259 1.392
H 4.218 -1.223 -0.948
H 4.442 -1.672 0.883
H 2.462 2.647 0.141
H -0.103 2.551 0.567
```

=====

3.
Here is one molecule with the formula C2H4N2O3 at a distorted geometry from the Open Molecules 2025 dataset. Energies are from wB97M-V/def2-TZVPD.

Summary:
HOMO (spin up / spin down): -8.860 / -11.508 eV
energy relative to the best compared isomer or geometry (same formula, charge and spin): 373.2 kJ/mol
⟨S²⟩: 2.008
gap between HOMO and LUMO (spin up / spin down): 8.8 / 9.7 eV
total charge: 0
spin multiplicity: 3
M: 104.06 g mol⁻¹

Structure (XYZ):
```
11
C2H4N2O3 (wB97M-V/def2-TZVPD)
C -0.326 -0.002 -0.673
C 1.122 0.388 0.348
N 1.393 1.706 -0.221
N 2.144 -0.602 0.027
O 1.091 2.685 0.416
O 2.852 -0.814 0.942
O 2.350 -0.897 -1.100
H -0.354 0.557 -1.572
H -1.270 0.543 -0.291
H -0.503 -1.135 -0.711
H 0.878 0.423 1.332
```